[1]
The following is a DFT calculation (ωB97M-V with the def2-TZVPD basis set) of a molecular structure, C13H25NO5Rb.

Positions of all 45 atoms, in Å:
Rb  2.85269  2.06462  -1.14346
O  5.47829  2.68018  2.92305
C  4.24898  2.23787  2.67586
O  3.51420  1.96046  3.64840
O  3.87837  2.04257  1.49584
H  5.57959  2.73467  3.87614
C  -2.80130  1.69624  1.48250
C  -2.44828  0.48549  0.48309
C  -3.73831  0.37727  -0.36217
C  -3.66314  -0.56527  -1.61657
C  -2.53210  0.00038  -2.51956
C  -1.17751  0.09645  -1.83011
N  -1.35239  0.75661  -0.52873
O  -0.20429  1.39818  0.06833
C  -0.28549  0.84126  -2.85255
C  -0.54925  -1.41549  -1.66097
C  -2.19807  -0.91611  1.27031
H  -2.71531  2.69087  1.04500
H  -2.18174  1.74708  2.37786
H  -3.80935  1.50856  1.85225
H  -4.08482  1.35483  -0.69744
H  -4.53425  -0.06613  0.23614
H  -4.63368  -0.44697  -2.09841
H  -3.53391  -1.62549  -1.39899
H  -2.83736  0.99578  -2.84218
H  -2.48600  -0.63765  -3.40211
H  -0.60849  1.87996  -2.92230
H  -0.31403  0.39761  -3.84777
H  0.70610  0.83441  -2.40001
H  -0.03891  -1.77065  -2.55624
H  -1.29869  -2.11652  -1.29355
H  0.28295  -1.57951  -0.97640
H  -1.22731  -0.83009  1.75849
H  -2.26247  -1.82501  0.67210
H  -2.80344  -1.23419  2.11910
C  4.47503  -2.19980  0.61764
C  3.27569  -1.32036  0.35151
O  3.13113  -0.77244  -0.76918
C  2.35514  -1.03545  1.45849
H  5.13650  -1.70674  1.33000
H  5.07215  -2.50697  -0.24096
H  4.10325  -3.12792  1.05176
H  2.70684  -0.49913  2.33984
H  2.07004  -2.05807  1.70563
H  1.45314  -0.52535  1.12040

Output
E (eV): -26268.6300
Molecular weight (u): 360.813
LUMO energy (eV): 1.82
Orbital gap (eV): 3.74
ΔE to the lowest compared entry with this formula, charge and spin (kJ/mol): 233.6
Charge: -1

---

[2]
The following is a DFT calculation (ωB97M-V with the def2-TZVPD basis set) of 6 unconnected molecules or ions with the total composition C13H26B3IO24S5.

Positions of all 72 atoms, in Å:
C  4.88933  -0.24462  2.00964
B  3.99674  1.06714  1.56705
O  4.36430  2.40898  2.10926
B  3.15028  3.16157  2.52412
O  2.01043  3.15097  1.54118
B  1.74218  1.67852  1.38779
C  0.38268  1.02981  2.04969
C  0.34733  -0.63680  1.96205
O  0.64981  -1.35636  3.07500
I  -0.14198  -1.59130  0.02823
O  2.80187  0.91953  0.66284
H  4.11399  -1.12936  2.20907
H  5.73380  -0.54768  1.25764
H  5.36764  -0.00510  3.06669
H  3.08715  3.77443  3.55270
H  -0.61196  1.52800  1.67419
H  0.43787  1.26688  3.21839
O  2.02390  4.69083  0.28553
S  2.36305  5.72918  -0.66207
O  2.57605  5.47314  -2.06759
O  3.64932  6.54615  -0.08243
C  3.31011  7.92384  0.06619
C  1.80569  7.94805  0.32281
O  1.26752  6.92877  -0.51636
H  3.55901  8.43853  -0.86745
H  3.87637  8.36939  0.88845
H  1.35862  8.91692  0.08787
H  1.57881  7.68509  1.36142
O  3.10184  -3.72208  -0.55558
S  2.82522  -4.14865  -1.90933
O  2.05710  -5.33171  -2.22040
O  4.23852  -4.21953  -2.71893
C  4.18331  -3.35071  -3.84911
C  3.21057  -2.23986  -3.46241
O  2.18095  -2.88759  -2.71870
H  3.80708  -3.92481  -4.70199
H  5.17923  -2.96466  -4.08229
H  2.79385  -1.72913  -4.33377
H  3.69077  -1.50636  -2.80613
O  -3.31160  2.68496  1.01654
S  -4.00303  1.60754  0.34408
O  -4.84189  0.65720  1.03659
O  -2.91563  0.78527  -0.54997
C  -3.31361  0.80539  -1.91979
C  -4.10474  2.09880  -2.09567
O  -4.85577  2.24344  -0.89241
H  -3.94408  -0.07042  -2.10420
H  -2.43717  0.76562  -2.57212
H  -4.76846  2.06643  -2.96296
H  -3.43558  2.96143  -2.18181
O  0.55631  -7.81244  -2.13660
S  -0.11793  -6.79570  -2.91298
O  0.15325  -5.38453  -2.76652
O  -1.72499  -7.03263  -2.77469
C  -2.28838  -7.23923  -4.06894
C  -1.17059  -7.85411  -4.90690
O  0.01835  -7.18626  -4.49074
H  -2.59040  -6.26566  -4.46831
H  -3.16285  -7.89222  -4.00434
H  -1.33245  -7.72098  -5.97921
H  -1.05373  -8.92043  -4.68637
O  -4.15322  0.35810  2.70636
S  -4.14037  1.18537  3.89235
O  -3.58624  2.51908  3.91578
O  -3.47316  0.32459  5.10552
C  -4.40452  0.21739  6.18081
C  -5.78491  0.28695  5.53319
O  -5.65814  1.24674  4.48653
H  -4.24321  1.06335  6.85674
H  -4.25112  -0.71756  6.72635
H  -6.56194  0.58757  6.24003
H  -6.05659  -0.67250  5.08044

Output
E (eV): -127342.1314
Molecular weight (u): 886.002
LUMO energy (eV): 0.27
SMILES: CB1OBOB(CC(=O)I)O1.O=S1(=O)OCCO1.O=S1(=O)OCCO1.O=S1(=O)OCCO1.O=S1(=O)OCCO1.O=S1(=O)OCCO1
Orbital gap (eV): 9.58

---

[3]
The following is a DFT calculation (ωB97M-V with the def2-TZVPD basis set) of 2 unconnected molecules or ions with the total composition C13H26Br2N5O6P2.

Positions of all 54 atoms, in Å:
O  -0.67095  2.34703  2.85079
C  -0.04303  1.38514  3.15684
Br  1.36753  1.47883  4.44270
C  -0.30931  0.00126  2.54101
C  -1.77155  -0.24076  2.49906
N  -2.61750  0.48504  1.77503
C  -3.90312  0.03365  1.97540
P  -5.31624  0.82665  1.16869
O  -5.79475  1.97760  1.93554
O  -4.78111  1.24161  -0.26069
O  -6.41520  -0.27986  0.94770
C  -3.82760  -0.99938  2.84266
N  -2.49408  -1.14438  3.15793
C  -1.93531  -2.11770  4.10361
C  -1.49590  -1.37265  5.36486
O  -0.38600  -1.34199  5.76666
Br  -2.94149  -0.42646  6.23040
H  0.09617  0.01469  1.52021
H  0.21466  -0.76947  3.10007
H  -2.30914  1.25445  1.19742
H  -4.44795  2.14925  -0.21850
H  -6.97445  -0.30988  1.73840
H  -4.64115  -1.58955  3.22398
H  -2.76245  -2.77583  4.36022
H  -1.10306  -2.65919  3.66422
O  0.49289  -0.23115  -0.99786
P  1.59563  0.15137  -1.93932
N  1.43853  -0.97188  -3.20363
C  2.45120  -1.24417  -4.21001
C  0.10142  -1.08657  -3.78575
N  2.96587  -0.22055  -0.96549
C  4.06097  -1.06203  -1.41642
C  2.66623  -0.47423  0.42732
N  2.44944  1.36893  -2.79967
C  3.17711  2.36442  -1.97766
C  1.53473  2.14562  -3.67872
H  2.55327  -0.44535  -4.95565
H  2.17791  -2.15606  -4.74330
H  3.42716  -1.43299  -3.77893
H  -0.10630  -0.30104  -4.52375
H  -0.66238  -1.03281  -3.01228
H  -0.00977  -2.05079  -4.28326
H  3.74412  -2.09279  -1.61506
H  4.84185  -1.08923  -0.65431
H  4.53842  -0.64692  -2.30439
H  2.28208  -1.49011  0.59799
H  1.93254  0.23832  0.79669
H  3.56374  -0.34486  1.03728
H  2.53471  2.84794  -1.23662
H  3.58303  3.13285  -2.63524
H  4.01889  1.91277  -1.46507
H  0.75004  2.65577  -3.11331
H  1.06003  1.49590  -4.41399
H  2.09959  2.89151  -4.23379

Output
E (eV): -192297.6559
Molecular weight (u): 570.136
LUMO energy (eV): -3.23
Orbital gap (eV): 7.70
ΔE to the lowest compared entry with this formula, charge and spin (kJ/mol): 0.0
Charge: +1

---

[4]
The following is a DFT calculation (ωB97M-V with the def2-TZVPD basis set) of 4 unconnected molecules or ions with the total composition C13H26Cl2O6.

Positions of all 47 atoms, in Å:
C  2.77844  2.50689  -1.22366
C  1.78409  3.52144  -0.61559
O  0.46203  3.25277  -1.02417
C  -0.56335  3.48002  -0.26681
C  -1.91980  3.12429  -0.87999
O  -0.49536  3.89377  0.90146
H  2.68969  2.32940  -2.29545
H  2.77647  1.59190  -0.63130
H  3.80341  2.85097  -1.08531
H  1.86112  3.59061  0.46948
H  2.10966  4.46171  -1.06055
H  -1.91502  3.33940  -1.94855
H  -2.70832  3.75085  -0.46315
H  -2.05165  2.08957  -0.56365
C  -3.16581  -2.17205  3.31574
C  -3.02960  -1.19445  4.53525
O  -1.61434  -1.04814  4.89651
C  -0.95977  0.17059  4.79488
C  0.52388  0.12366  5.11513
O  -1.45025  1.17857  4.28925
H  -2.88028  -3.16008  3.67682
H  -2.49321  -1.89964  2.50241
H  -4.19660  -2.15198  2.96196
H  -3.57960  -0.28745  4.28435
H  -3.65924  -1.52642  5.36075
H  0.99283  -0.74320  4.64956
H  0.54478  0.07923  6.20403
H  1.02653  0.98735  4.67983
C  -0.11831  -2.86870  -5.46758
C  0.96894  -1.84517  -5.10078
O  1.86384  -2.23695  -4.04077
C  1.55843  -2.12244  -2.76643
C  2.78377  -2.28963  -1.95750
O  0.49392  -1.77302  -2.27326
H  -0.81696  -2.94213  -4.63416
H  0.36747  -3.84320  -5.51723
H  -0.74445  -2.62522  -6.32592
H  1.52313  -1.60988  -6.00941
H  0.49302  -0.89314  -4.86575
H  3.44665  -1.43764  -2.10857
H  3.37485  -3.17976  -2.17288
H  2.53889  -2.33325  -0.89626
Cl  -2.17277  0.00977  0.63345
C  -0.41619  0.09325  0.69080
Cl  0.29492  -1.30523  1.40489
H  -0.09516  0.08130  -0.35079
H  -0.01491  0.98153  1.17869

Output
E (eV): -51232.1517
Molecular weight (u): 349.251
LUMO energy (eV): 0.60
SMILES: CCOC(C)=O.CCOC(C)=O.CCOC(C)=O.ClCCl
Orbital gap (eV): 10.55
ΔE to the lowest compared entry with this formula, charge and spin (kJ/mol): 137.8

---

[5]
The following is a DFT calculation (ωB97M-V with the def2-TZVPD basis set) of C13H26N2O in the gas phase.

Positions of all 42 atoms, in Å:
C  -4.90352  1.67009  0.95533
C  -4.84946  1.14740  -0.47579
C  -3.43561  0.79653  -0.93900
C  -2.73370  -0.32203  -0.14963
C  -3.49167  -1.64741  -0.26883
N  -1.37040  -0.39787  -0.65071
C  -0.29108  -0.61206  0.27986
C  -0.37939  -1.87600  1.16117
C  0.99032  -0.75168  -0.54728
O  1.02703  -1.39590  -1.57466
N  2.07094  -0.14996  -0.01153
C  3.38771  -0.19919  -0.60972
C  4.43037  -0.74282  0.38356
C  5.11360  0.50053  0.94616
C  5.22034  1.40509  -0.27809
C  3.88260  1.21170  -0.99796
H  -4.63540  0.89337  1.66702
H  -5.90781  2.01352  1.19436
H  -4.21683  2.50445  1.08075
H  -5.24048  1.91776  -1.14512
H  -5.50052  0.27688  -0.57016
H  -2.80662  1.68638  -0.87407
H  -3.46828  0.49783  -1.98874
H  -2.67818  -0.02699  0.90382
H  -3.64226  -1.89357  -1.31837
H  -4.46233  -1.58397  0.21600
H  -2.93342  -2.45603  0.19583
H  -1.28715  -1.04213  -1.42949
H  -0.22970  0.27024  0.93224
H  -1.25793  -1.83906  1.80089
H  0.50443  -1.95242  1.79165
H  -0.43076  -2.76015  0.52954
H  1.97308  0.39000  0.83356
H  3.28109  -0.84973  -1.48038
H  3.96500  -1.35994  1.15107
H  5.15934  -1.35327  -0.14923
H  6.08242  0.28003  1.39127
H  4.48562  0.96938  1.70613
H  5.40169  2.44671  -0.01760
H  6.03953  1.06346  -0.91196
H  3.98080  1.31982  -2.07598
H  3.15662  1.95096  -0.65592

Output
E (eV): -18931.4360
Molecular weight (u): 226.364
LUMO energy (eV): 0.77
SMILES: CCC[C@@H](C)N[C@@H](C)C(=O)NC1CCCC1
Orbital gap (eV): 9.18
ΔE to the lowest compared entry with this formula, charge and spin (kJ/mol): 0.0